115
Properties=species:S:1:pos:R:3:lowdin_charge:R:1 method="wB97M-V/def2-TZVPD" e_tot_ha=-4674.5123 e_above_lowest_kj_mol=637.1 charge=0 homo_lumo_gap_ev=9.003
H -5.26083 -6.49422 0.80927 0.05
H -4.71224 -8.11442 -1.27735 0.06
C -2.40637 10.32199 -2.02627 -0.25
H -1.88613 -2.78017 6.72056 0.05
O -1.08088 -5.39721 6.38835 -0.61
C -5.22879 -4.07173 -7.88719 -0.02
O 7.19203 7.36166 -5.70236 0.10
H -0.28243 1.65280 -9.08065 0.05
C -5.19986 1.23619 6.75431 -0.50
H -4.91101 -3.06085 -8.14266 0.09
H -0.30185 1.06074 -7.37966 0.05
O -6.44432 0.79597 6.71534 0.09
C 0.08089 1.12809 -0.20908 -0.32
H 7.86619 6.40198 -3.99196 0.14
H -0.57520 -0.61168 1.05384 0.09
C 5.91595 5.72465 -4.49795 -0.10
H 6.57502 -1.17343 3.80388 0.13
H -2.84070 -4.29914 -8.99159 0.13
C 6.47886 7.91432 -3.21798 -0.01
H -3.62501 -6.22704 0.42416 0.04
H -4.47234 -6.00242 -7.32204 0.15
H -5.97314 -3.99813 -7.09433 0.09
C -4.25726 -6.81158 1.09251 -0.25
C -2.35942 -4.59309 8.57769 -0.27
C -0.86020 0.38923 0.72970 -0.03
H 8.94125 -1.09149 4.04261 0.09
H -0.99570 2.92381 0.11668 0.14
H -2.82846 11.18110 -2.54767 0.03
H -0.67263 8.18374 -1.93889 0.04
O -2.24701 -3.14014 -5.24623 0.18
O -0.52521 11.05085 -0.34276 -0.58
H 7.26146 8.65383 -3.38748 0.08
H -2.32855 -3.84617 9.37095 0.04
C 6.94216 6.88381 -4.31148 -0.24
C -7.40551 -1.21318 7.56049 -0.02
C 1.84637 2.48404 0.00855 -0.62
H 5.43133 8.13591 -3.42214 0.08
H -7.66929 0.83585 8.34155 0.16
C -2.74692 -4.83125 -8.04494 -0.09
O -5.34008 -9.24695 1.05545 -0.59
H -6.72895 -2.00497 7.23889 0.09
H -1.21867 0.91862 1.61251 0.09
H -0.71807 2.33995 -1.64933 0.14
S -0.60276 10.69196 -1.80879 0.84
C -2.67681 -3.88589 -6.04446 -0.62
C -3.73528 -8.46832 -0.94811 -0.28
H 1.04601 4.21581 -8.89654 0.03
C 2.71459 -5.07236 1.97631 -0.28
C -0.86997 -2.84538 7.10947 -0.26
C -6.91049 0.19806 7.88821 -0.32
C -4.11700 -4.97214 -7.30325 -0.31
O -3.78522 -4.58108 -6.00634 0.11
H 5.01310 5.82668 -3.89582 0.13
H 2.00068 -5.10258 2.79942 0.05
C -5.67703 0.27060 8.73414 -0.12
H 6.30277 4.75595 -4.18156 0.13
S -3.96128 -8.64900 0.85200 0.84
O -4.68138 0.82946 7.92855 0.08
H 2.97890 -8.11701 1.66838 0.06
O -2.19148 3.30329 -7.97559 -0.58
O 5.01862 0.61964 7.01108 0.13
O -1.90096 -4.14859 -7.12034 0.08
H -2.69924 -5.51605 9.04755 0.05
C -0.33173 2.51574 -0.64537 -0.07
H -3.15697 -4.37526 7.86735 0.05
H -2.96402 10.36159 -1.09056 0.06
S -0.75731 -4.57623 7.65922 0.84
H -7.94499 -1.61242 8.41937 0.09
H 7.79530 1.42146 4.29289 0.16
C -0.01128 4.48057 -8.88419 -0.25
H 6.42757 7.49510 -2.21313 0.09
H 9.54156 -0.10295 5.38192 0.08
H -8.05025 -1.29543 6.68549 0.08
O 2.98654 2.68561 -0.16264 0.18
H 6.35208 0.41177 2.99138 0.14
H -6.01047 0.83149 9.60725 0.14
S 2.06232 -6.09021 0.65304 0.84
H 0.05515 5.56048 -8.75203 0.05
H 8.33700 -1.36009 5.54366 0.10
H -0.83989 -2.38359 8.09636 0.04
H 1.68104 -7.51005 2.51123 0.05
C 8.64540 -0.51949 4.92205 -0.02
H -4.13441 -6.44063 2.11006 0.04
O 3.14832 -6.34345 -0.44181 -0.59
H -0.39557 4.20414 -9.86603 0.06
H -5.69621 -4.51107 -8.76843 0.08
C 6.38986 -0.10899 3.94818 -0.09
H -0.05767 -2.61871 6.41889 0.06
C 5.69450 0.44887 6.00686 -0.65
H 1.09406 2.05001 -8.20156 0.04
H 2.53484 -4.07811 1.56734 0.04
O 5.71510 5.79856 -5.90190 0.04
H 0.70958 8.74268 -1.17026 0.05
H 0.26484 0.50280 -1.08274 0.16
C 1.99965 -7.67599 1.48212 -0.29
O 5.24374 0.02086 4.78366 0.08
H -2.87184 -7.83924 -1.16453 0.05
O -4.69619 2.03469 5.92419 0.10
C 0.03302 1.84752 -8.05562 -0.26
H 1.55559 -8.44871 0.85458 0.05
S -0.76600 3.41161 -7.54448 0.82
O 0.92910 3.20654 -0.63209 0.07
C 7.51648 0.49554 4.79592 -0.31
O 6.86595 0.66350 5.97612 0.17
H -1.85398 0.29637 0.29163 0.08
H 3.68927 -5.35747 2.37229 0.07
H -3.44984 -9.41014 -1.41673 0.05
C 6.61738 6.57229 -6.56412 -0.57
O 6.86862 6.48990 -7.76040 0.13
C 0.03630 9.01044 -1.98457 -0.29
O 1.26904 1.41440 0.52879 0.09
H 0.50624 8.88374 -2.95987 0.04
H -2.37035 -5.82958 -8.26773 0.13
H -2.56377 9.44737 -2.65743 0.04
H -5.33693 -0.74076 8.95678 0.14